(1)
118
Properties=species:S:1:pos:R:3:mulliken_charge:R:1 method="wB97M-V/def2-TZVPD" total_charge=-1 largest_force_ev_per_a=10.7 e_lumo_ha="0.0111 / -0.0650" total_energy_ha=-5373.44399 orbital_gap_ev="3.574 / 1.503"
In 1.476 -1.582 0.204 1.8849
C 0.005 -6.040 -5.512 -0.5131
C 0.891 -6.324 -4.522 -0.6706
C 0.775 -5.738 -3.233 -0.7573
C -0.381 -4.934 -3.048 0.2005
C -1.350 -4.833 -4.000 0.1652
C -1.098 -5.281 -5.278 -0.6709
P -0.283 -4.200 -1.294 -0.0945
C -0.610 -5.767 -0.458 0.6100
C -1.456 -6.616 -1.135 0.0057
C -1.490 -7.874 -0.636 -0.9327
C -0.848 -8.181 0.568 -0.4703
C -0.029 -7.283 1.299 -0.5943
C 0.043 -6.061 0.744 -0.5014
C -1.817 -3.409 -0.887 1.0167
C -3.025 -4.008 -0.338 -0.3368
C -4.072 -3.162 -0.250 -0.7625
C -4.322 -1.905 -0.868 -0.8937
C -3.121 -1.263 -1.135 0.3051
C -1.905 -1.992 -0.917 -0.1379
Si -0.395 -0.816 -1.063 -1.7802
C -0.925 0.288 0.303 0.8005
C -1.603 1.398 -0.149 -0.2631
C -2.135 2.549 0.495 -0.6943
C -1.856 2.561 1.930 -0.9239
C -0.973 1.521 2.352 -1.0274
C -0.628 0.413 1.579 1.3278
P 0.149 -1.217 2.354 0.4250
C 1.567 -1.314 3.599 -0.8616
C -7.678 0.654 -1.789 -0.3265
C -6.949 1.042 -2.651 -0.2763
C -2.539 12.625 11.518 -0.4023
C -1.697 10.681 7.856 -0.5187
C -1.815 11.938 8.367 -0.5979
C -2.639 -1.566 3.001 -0.1321
C -4.195 -0.631 4.360 -0.6823
C -3.975 -0.135 5.484 -0.2302
C 2.421 -1.405 4.352 1.1730
C -1.456 -1.633 3.097 0.0655
C -4.030 -1.225 2.977 0.1909
C -0.284 -0.268 -2.859 0.6821
C -0.854 -1.199 -3.701 -0.2172
C -0.498 -1.320 -5.080 -0.9486
C 0.650 -0.613 -5.550 -1.2772
C 1.077 0.516 -4.779 0.3412
C 0.480 0.674 -3.519 0.1063
P 0.456 2.154 -2.540 0.2546
C 0.247 3.230 -4.148 0.3574
C -1.106 3.635 -4.685 -1.4683
C -1.161 4.096 -6.026 -0.1622
C 0.014 4.132 -6.771 -0.7232
C 1.207 3.774 -6.095 -0.5009
C 1.388 3.887 -4.719 -0.2418
C 2.094 2.851 -1.971 0.2590
C 3.335 2.272 -2.218 0.4636
C 4.612 2.849 -1.859 -0.9233
C 4.467 4.074 -1.263 -0.1966
C 3.201 4.777 -1.183 -0.4502
C 2.097 4.296 -1.688 -0.9448
H 0.088 -6.559 -6.484 0.3273
H 1.701 -6.975 -4.786 0.4065
H 1.600 -5.710 -2.546 0.4487
H -2.188 -4.205 -3.770 0.3864
H -1.837 -5.139 -6.025 0.4965
H -2.052 -6.287 -1.995 0.4214
H -2.058 -8.625 -1.121 0.4452
H -0.943 -9.273 0.841 0.2607
H 0.598 -7.681 2.120 0.3704
H 0.674 -5.297 1.283 0.2346
H -3.255 -5.021 -0.024 0.4235
H -4.933 -3.685 0.199 0.3099
H -5.302 -1.381 -1.014 0.2544
H -3.062 -0.223 -1.434 0.4412
H -2.083 1.403 -1.167 -0.2710
H -2.823 3.157 -0.165 0.4131
H -2.240 3.271 2.669 0.4525
H -0.722 1.578 3.447 0.3648
H -6.080 0.885 -3.306 0.3169
H -8.394 0.988 -1.070 0.2913
H -2.623 11.699 10.932 0.1873
H -3.559 12.745 12.215 0.1011
H -1.207 12.673 8.833 0.2306
H 1.356 4.954 -4.325 0.2441
H -3.294 -0.518 6.412 0.2642
H 3.154 -1.994 5.030 -0.2193
H -4.220 -0.303 2.349 0.1159
H -4.807 -2.012 2.865 0.3982
H -1.686 -1.824 -3.342 0.1676
H -1.154 -1.982 -5.601 0.5306
H 0.994 -0.741 -6.554 0.4187
H 1.618 1.342 -5.250 0.3030
H -1.926 3.422 -4.164 0.7399
H -2.074 4.090 -6.722 0.2278
H -0.019 4.191 -7.917 0.2700
H 2.087 3.679 -6.540 0.6328
H 2.327 3.537 -4.330 0.2887
H 3.344 1.298 -2.663 0.3705
H 5.600 2.325 -2.058 0.3265
H 5.181 4.881 -0.914 0.2303
H 3.394 5.807 -0.844 0.3416
H 1.217 4.854 -1.627 0.5540
Cl 3.279 -0.129 7.778 -0.1661
C 4.757 0.397 7.127 0.8767
C 4.891 1.761 6.912 -0.6114
C 6.049 2.319 6.422 -0.2367
C 6.997 1.441 6.051 -0.6664
C 6.717 -0.010 5.994 0.5989
Cl 7.911 -0.985 5.177 -0.2001
C 5.559 -0.604 6.631 -0.7102
S 5.215 -2.469 6.683 0.0310
H 4.109 2.496 7.010 0.3411
H 6.133 3.352 6.213 0.4380
H 7.873 1.804 5.482 0.2972
F 3.540 0.844 0.550 -0.2270
C 2.354 0.356 0.992 0.1839
F 2.155 0.627 2.298 -0.1887
H 1.683 0.864 0.314 -0.3034
H 2.930 -2.502 0.308 -0.5027

(2)
125
Properties=species:S:1:pos:R:3:mulliken_charge:R:1 method="wB97M-V/def2-TZVPD" total_charge=+1 largest_force_ev_per_a=0.9 e_lumo_ha=-0.0903 total_energy_ha=-4324.58318 orbital_gap_ev=7.471
In 0.404 0.647 0.923 2.4965
C -5.477 3.987 -3.925 -0.5720
C -4.367 4.688 -3.481 -0.8144
C -3.439 4.074 -2.646 -0.5237
C -3.617 2.752 -2.251 0.1071
C -4.729 2.047 -2.720 -0.1252
C -5.657 2.663 -3.542 -0.8176
P -2.418 1.823 -1.236 1.7844
C -1.249 3.123 -0.688 0.6808
C -1.541 4.129 0.232 -0.6921
C -0.592 5.087 0.551 -0.5366
C 0.668 5.052 -0.039 -0.8672
C 0.979 4.048 -0.943 -0.0908
C 0.026 3.085 -1.260 -0.3087
C -3.395 1.435 0.272 0.1987
C -4.474 2.202 0.699 -0.3456
C -5.182 1.850 1.841 -1.0092
C -4.821 0.721 2.562 -0.9271
C -3.754 -0.059 2.136 -0.8799
C -3.036 0.284 0.993 0.9891
Si -1.650 -0.796 0.350 -1.6945
C -1.362 -2.343 1.423 0.8073
C -2.254 -3.394 1.156 -0.1519
C -2.234 -4.582 1.868 -0.9460
C -1.309 -4.760 2.885 -0.9655
C -0.412 -3.745 3.164 -0.1468
C -0.420 -2.547 2.448 -0.4160
P 0.861 -1.306 2.875 1.4858
C 2.439 -2.164 2.564 0.7555
C 3.603 -1.547 3.023 -0.7169
C 4.849 -2.068 2.709 -0.9469
C 4.947 -3.207 1.921 -0.9139
C 3.795 -3.823 1.455 -0.2253
C 2.544 -3.308 1.775 -1.1407
C 0.787 -1.179 4.688 0.7806
C 1.523 -2.018 5.527 -0.2425
C 1.407 -1.902 6.903 -0.8837
C 0.560 -0.949 7.455 -0.5430
C -0.172 -0.111 6.627 -0.7811
C -0.058 -0.222 5.249 -0.5881
C -2.233 -1.391 -1.349 0.9755
C -3.610 -1.621 -1.473 0.1972
C -4.153 -2.130 -2.643 -0.9540
C -3.329 -2.422 -3.722 -0.9978
C -1.968 -2.187 -3.623 -0.4003
C -1.418 -1.675 -2.449 -0.7428
P 0.349 -1.255 -2.320 3.4922
C 1.155 -2.851 -1.954 0.3990
C 0.439 -3.942 -1.468 -1.0067
C 1.102 -5.083 -1.030 -0.6292
C 2.485 -5.152 -1.079 -0.9067
C 3.212 -4.067 -1.559 -0.3046
C 2.552 -2.923 -1.981 -1.0900
C 0.793 -0.864 -4.048 -0.1828
C 0.410 0.410 -4.482 0.1997
C 0.700 0.836 -5.769 -0.8484
C 1.392 -0.001 -6.635 -0.7331
C 1.780 -1.264 -6.212 -0.6830
C 1.480 -1.697 -4.926 -0.6242
H -6.200 4.469 -4.571 0.4006
H -4.221 5.718 -3.778 0.4255
H -2.581 4.636 -2.301 0.3840
H -4.869 1.009 -2.434 0.2999
H -6.519 2.110 -3.892 0.4306
H -2.514 4.163 0.707 0.4068
H -0.833 5.862 1.268 0.4635
H 1.403 5.807 0.211 0.4132
H 1.958 4.013 -1.406 0.4240
H 0.262 2.306 -1.980 -0.0692
H -4.778 3.071 0.126 0.5050
H -6.019 2.457 2.164 0.4194
H -5.375 0.444 3.450 0.4591
H -3.478 -0.941 2.705 0.5163
H -2.990 -3.286 0.369 0.3922
H -2.945 -5.364 1.631 0.4596
H -1.283 -5.679 3.456 0.4330
H 0.312 -3.887 3.957 0.4686
H 3.537 -0.654 3.637 0.6595
H 5.744 -1.585 3.082 0.4412
H 5.919 -3.616 1.676 0.4498
H 3.862 -4.713 0.842 0.6365
H 1.654 -3.796 1.393 0.2139
H 2.200 -2.753 5.111 0.4461
H 1.982 -2.556 7.546 0.4312
H 0.476 -0.859 8.530 0.4134
H -0.832 0.636 7.050 0.4851
H -0.634 0.426 4.601 0.0361
H -4.275 -1.389 -0.647 0.6056
H -5.222 -2.295 -2.712 0.4713
H -3.747 -2.820 -4.638 0.4284
H -1.325 -2.388 -4.473 0.5475
H -0.643 -3.906 -1.430 0.3786
H 0.529 -5.925 -0.659 0.4662
H 2.998 -6.047 -0.751 0.5382
H 4.293 -4.114 -1.607 0.3936
H 3.130 -2.080 -2.349 0.3054
H -0.150 1.057 -3.810 0.1242
H 0.383 1.818 -6.097 0.4787
H 1.625 0.330 -7.639 0.3982
H 2.312 -1.922 -6.888 0.4588
H 1.775 -2.692 -4.614 0.4065
O 2.375 0.999 -2.160 -0.5000
H 1.819 0.875 -2.944 -0.0585
H 3.152 1.486 -2.460 0.2575
O 2.263 -0.846 -0.050 0.1740
H 2.207 -0.492 -0.961 -0.3529
H 2.622 -1.740 -0.133 -0.3544
O -1.148 3.521 3.961 -0.8022
C -0.961 2.577 3.251 0.9665
N -0.733 1.627 2.570 -0.8042
N 1.605 5.035 4.249 -0.1450
C 2.847 4.832 3.757 0.3811
O 3.803 5.517 4.063 -0.6789
C 3.047 3.705 2.768 0.1613
C 4.317 3.511 2.246 -0.6211
C 4.518 2.492 1.331 -1.3641
C 3.452 1.695 0.959 -0.0199
N 2.220 1.875 1.461 0.1602
C 2.035 2.867 2.346 1.1930
H 1.505 5.782 4.915 0.2375
H 0.785 4.486 4.040 0.1133
H 5.116 4.166 2.572 0.5512
H 5.494 2.305 0.906 0.5841
H 3.576 0.876 0.272 0.5150
H 1.028 2.968 2.707 -1.4724